ORCA calculation (ωB97M-V with the def2-TZVPD basis set) on a cluster of 12 separate species, C21H38Cl23FN2O5S in total at a distorted geometry.

Calculated values
SMILES string ... N[C@H]1[C@H](CCCCS(=O)(=O)Cl)NC(=O)[C@@]1(O)CC(=O)F.ClCCl.ClCCl.ClCCl.ClCCl.ClCCl.ClCCl.ClCCl.ClCCl.ClCCl.ClCCl.ClCCl
LUMO level ... 0.2 eV
E_tot ... -337179.6299 eV
E_HOMO ... -9.940 eV
HOMO-LUMO gap ... 10.140 eV
Energy relative to the best compared isomer or geometry (same formula, charge and spin) ... 0.0 kcal/mol
2S+1 ... 1

The geometry in XYZ format:
```
91
Properties=species:S:1:pos:R:3:lowdin_charge:R:1
N 4.26 0.23 -1.37 0.083
C 3.55 -0.12 -0.14 -0.284
C 2.04 0.20 -0.13 -0.271
C 1.78 1.70 -0.21 -0.182
C 0.32 2.11 -0.48 -0.185
C -0.75 1.24 0.20 -0.233
C -1.28 0.18 -0.79 -0.320
S -1.87 -1.30 0.00 0.338
O -1.60 -1.30 1.40 -0.326
O -3.22 -1.55 -0.43 -0.358
Cl -0.68 -2.73 -0.86 0.440
N 1.60 -0.47 1.11 0.129
C 2.16 -1.79 0.91 -0.375
O 1.69 -2.81 1.30 0.135
C 3.49 -1.65 0.14 -0.366
O 4.54 -2.01 1.05 0.014
C 3.63 -2.51 -1.12 -0.046
C 3.13 -3.92 -0.96 -0.574
O 2.29 -4.44 -1.60 0.122
F 3.69 -4.57 0.07 0.102
H 4.37 1.24 -1.40 0.074
H 5.20 -0.14 -1.31 0.090
H 4.08 0.25 0.75 0.135
H 1.70 -0.28 -1.05 0.154
H 2.37 2.06 -1.06 0.098
H 2.18 2.22 0.66 -0.008
H 0.13 2.16 -1.56 0.117
H 0.18 3.13 -0.12 0.048
H -1.60 1.88 0.47 0.034
H -0.41 0.77 1.12 0.077
H -2.15 0.57 -1.32 0.093
H -0.56 -0.07 -1.57 -0.008
H 2.18 -0.08 1.86 0.103
H 4.20 -2.59 1.74 0.104
H 3.06 -2.06 -1.94 0.137
H 4.68 -2.51 -1.43 0.102
C -1.66 3.75 4.02 -1.002
Cl -2.23 4.50 2.52 0.481
Cl -0.26 2.71 3.75 0.511
H -1.38 4.54 4.71 0.023
H -2.47 3.15 4.43 0.026
C -2.49 -1.51 -4.28 -0.991
Cl -3.39 -0.48 -5.40 0.516
Cl -0.92 -0.80 -3.84 0.554
H -3.07 -1.63 -3.37 0.019
H -2.31 -2.47 -4.75 0.030
C -0.77 6.34 -1.17 -0.980
Cl -1.90 5.12 -0.57 0.507
Cl 0.86 5.66 -1.30 0.506
H -1.08 6.68 -2.15 -0.021
H -0.75 7.16 -0.46 0.032
C -0.69 -6.10 0.95 -1.014
Cl -2.15 -6.25 -0.04 0.503
Cl -0.74 -7.19 2.35 0.532
H 0.17 -6.35 0.34 0.026
H -0.62 -5.08 1.31 0.009
C -5.61 1.45 1.24 -0.988
Cl -4.17 2.19 0.56 0.552
Cl -6.57 2.60 2.18 0.535
H -6.23 1.07 0.43 0.032
H -5.30 0.64 1.90 0.032
C 4.45 5.59 -0.01 -0.999
Cl 3.33 4.33 0.51 0.546
Cl 6.10 4.97 -0.18 0.516
H 4.13 5.96 -0.98 0.018
H 4.45 6.38 0.72 0.029
C -10.29 2.10 2.93 -1.038
Cl -11.31 1.50 1.62 0.499
Cl -10.77 3.72 3.47 0.497
H -10.37 1.42 3.77 0.025
H -9.27 2.15 2.58 -0.043
C 3.93 1.22 4.48 -0.992
Cl 3.35 2.12 3.06 0.531
Cl 5.25 0.13 4.07 0.532
H 4.27 1.94 5.21 0.027
H 3.10 0.64 4.87 0.028
C -3.80 -9.06 3.01 -1.044
Cl -3.01 -10.49 3.69 0.493
Cl -5.20 -9.49 2.01 0.496
H -4.14 -8.44 3.82 0.026
H -3.09 -8.54 2.39 -0.047
C -0.57 6.20 -5.64 -1.010
Cl -0.75 7.74 -4.79 0.515
Cl 0.53 5.10 -4.81 0.504
H -1.54 5.72 -5.71 0.026
H -0.18 6.40 -6.63 0.024
C 5.69 -6.13 -3.75 -0.991
Cl 7.18 -5.88 -4.66 0.510
Cl 5.13 -4.66 -2.94 0.641
H 4.91 -6.45 -4.43 0.029
H 5.87 -6.89 -2.99 0.029
```

ORCA calculation (ωB97M-V with the def2-TZVPD basis set) on a structure of composition C21H38N2OP2Ti at a distorted geometry.

Calculated values
LUMO level (alpha / beta) ... 0.3 / 0.3 eV
E_tot ... -69115.9315 eV
E_HOMO (alpha / beta) ... -6.630 / -6.630 eV
HOMO-LUMO gap (alpha / beta) ... 6.891 / 6.891 eV
Energy relative to the best compared isomer or geometry (same formula, charge and spin) ... 0.0 kcal/mol
2S+1 ... 1

The geometry in XYZ format:
```
65
Properties=species:S:1:pos:R:3:lowdin_charge:R:1
Ti 0.30 -0.29 0.24 0.732
P -2.03 -1.37 0.88 0.802
P 2.14 1.22 -0.80 0.788
N -0.19 -0.69 -1.44 -0.165
H -1.10 1.15 2.96 0.115
C -3.56 -0.37 0.78 -0.250
H -4.43 -0.93 1.16 0.051
H -3.76 -0.08 -0.26 0.049
H -3.44 0.55 1.37 0.033
C -2.15 -2.04 2.57 -0.279
H -3.14 -2.51 2.71 0.047
H -2.02 -1.24 3.31 0.038
H -1.36 -2.79 2.74 0.048
C -2.45 -2.82 -0.17 -0.254
H -3.25 -3.41 0.29 0.048
H -1.55 -3.44 -0.29 0.046
H -2.76 -2.47 -1.17 0.046
C 1.85 2.94 -1.31 -0.253
H 2.78 3.41 -1.66 0.051
H 1.44 3.52 -0.47 0.040
H 1.11 2.95 -2.13 0.051
C 3.46 1.38 0.46 -0.253
H 4.30 1.97 0.06 0.047
H 3.81 0.38 0.75 0.046
H 3.05 1.87 1.36 0.031
C 2.98 0.53 -2.28 -0.248
H 3.85 1.15 -2.53 0.050
H 2.26 0.52 -3.11 0.052
H 3.31 -0.51 -2.10 0.020
C -0.41 -1.30 -2.62 -0.420
C -1.40 -1.38 -4.87 -0.115
C -1.24 -0.74 -3.64 -0.051
C 0.18 -2.58 -2.91 -0.051
C 0.10 -3.14 -4.18 -0.101
C -0.72 -2.56 -5.16 -0.119
H -2.06 -0.94 -5.62 0.097
H -1.72 0.21 -3.42 0.097
H 0.71 -3.10 -2.11 0.078
H 0.68 -4.04 -4.40 0.101
H -0.82 -3.04 -6.14 0.096
C -0.47 1.87 2.39 -0.516
O -0.15 1.21 1.17 -0.418
C -1.30 3.12 2.13 -0.049
H -1.08 3.88 2.90 0.077
H -2.37 2.90 2.20 0.069
H -1.08 3.55 1.14 0.084
C 0.77 2.19 3.22 -0.061
H 1.16 3.18 2.93 0.084
H 1.56 1.44 3.11 0.055
H 0.51 2.25 4.29 0.092
C 0.92 -1.13 3.48 -0.081
C 1.70 -1.92 2.55 -0.399
C 2.63 -2.95 2.87 -0.075
C 3.17 -3.40 1.66 -0.079
C 2.56 -2.64 0.63 -0.388
C 2.85 -2.75 -0.80 -0.083
N 1.66 -1.74 1.18 -0.030
H 1.59 -0.53 4.12 0.086
H 0.31 -1.79 4.11 0.081
H 0.24 -0.43 2.95 0.025
H 2.83 -3.26 3.89 0.095
H 3.91 -4.19 1.51 0.098
H 3.93 -2.57 -0.96 0.087
H 2.58 -3.78 -1.12 0.085
H 2.28 -2.04 -1.40 0.020
```

ORCA calculation (ωB97M-V with the def2-TZVPD basis set) on a structure of composition C21H39B3Br3F3NNa2O5Si at a distorted geometry.

Calculated values
Charge ... +1
LUMO level ... -5.5 eV
E_tot ... -271153.6065 eV
E_HOMO ... -7.920 eV
HOMO-LUMO gap ... 2.414 eV
2S+1 ... 1

The geometry in XYZ format:
```
78
Properties=species:S:1:pos:R:3:lowdin_charge:R:1
C 4.84 -1.69 0.25 -0.173
C 4.14 -0.54 -0.48 -0.218
C 5.03 0.26 -1.48 -0.120
C 4.62 1.73 -1.50 -0.216
C 5.24 2.50 -2.74 -0.031
B 3.07 1.89 -1.52 -0.533
O 2.39 2.73 -0.56 0.092
B 1.68 1.73 0.22 -0.313
O 0.85 0.90 -0.47 0.311
B 1.43 0.43 -1.66 -0.402
C 1.31 -1.07 -2.18 -0.468
F 1.53 -1.93 -1.18 -0.005
F 2.24 -1.25 -3.15 0.122
C -0.10 -1.25 -2.76 -0.109
C -1.18 -1.24 -1.64 -0.205
Si -2.73 -0.22 -2.02 0.626
C -4.22 -1.41 -2.01 -0.162
C -2.73 0.60 -3.73 -0.180
C -3.10 1.06 -0.66 -0.255
C -2.84 0.83 0.70 -0.094
C -3.17 1.80 1.66 -0.071
C -3.75 2.98 1.21 -0.109
C -4.03 3.26 -0.13 -0.078
C -3.68 2.28 -1.06 -0.099
O 2.24 1.28 -2.44 0.328
H 4.06 -2.22 0.81 -0.010
H 5.53 -1.28 1.00 0.083
H 5.30 -2.43 -0.45 0.007
H 3.35 -1.01 -1.08 0.076
H 3.62 0.11 0.26 0.109
H 4.93 -0.19 -2.48 0.136
H 6.08 0.14 -1.20 0.134
H 5.03 2.22 -0.60 0.148
H 6.29 2.75 -2.55 0.105
H 5.12 1.87 -3.62 0.108
H 4.65 3.45 -2.85 0.004
H 1.90 1.67 1.39 0.148
H -0.22 -0.47 -3.51 0.105
H -0.11 -2.22 -3.27 0.140
H -0.76 -0.99 -0.66 0.068
H -1.51 -2.28 -1.53 0.087
H -4.63 -1.41 -1.00 0.033
H -3.93 -2.43 -2.23 0.028
H -5.03 -1.04 -2.66 0.030
H -2.20 1.56 -3.77 0.028
H -2.24 -0.08 -4.43 0.029
H -3.77 0.74 -4.02 0.035
H -2.38 -0.11 0.96 0.096
H -2.98 1.58 2.70 0.094
H -3.99 3.75 1.94 0.095
H -4.49 4.18 -0.44 0.103
H -3.90 2.46 -2.11 0.088
C -1.82 -0.95 4.32 -0.377
O -2.97 -0.90 4.73 0.015
N -1.03 -2.04 4.36 -0.196
C 0.33 -2.01 3.85 -0.053
C -1.55 -3.27 4.93 -0.030
H -1.33 -0.07 3.87 0.118
H 0.43 -2.74 3.05 0.084
H 1.03 -2.25 4.65 0.093
H 0.56 -1.02 3.46 0.071
H -2.43 -3.59 4.37 0.095
H -1.84 -3.10 5.97 0.095
H -0.79 -4.05 4.89 0.087
C -7.12 3.55 2.03 -0.144
O -6.35 4.72 1.74 -0.144
H -6.73 2.73 1.42 0.071
H -7.03 3.29 3.08 0.081
H -8.17 3.71 1.78 0.078
H -6.70 5.43 2.28 0.075
F 6.74 -2.69 -1.29 -0.726
C 3.55 -5.54 0.85 -1.591
Br 5.44 -5.25 1.12 0.634
Br 2.59 -5.72 2.51 0.538
Br 2.82 -4.14 -0.25 0.710
H 3.43 -6.46 0.30 -0.030
Na 3.90 4.29 -4.22 0.877
Na 2.24 4.09 0.95 0.822
```